[1]
The following is a DFT calculation (wB97M-V/def2-TZVPD) of a structure of composition C32H55ClFeN3O2P in a non-equilibrium geometry.

Summary:
F_max = 5.76 eV/A
HOMO-LUMO gap (alpha / beta) = 3.59 / 6.21 eV
HOMO energy (alpha / beta) = -0.87 / -3.51 eV
Total energy = -98837.6275 eV
LUMO (alpha / beta) = 0.100 / 0.099 Ha

```
! wB97M-V def2-TZVPD RIJCOSX def2/J DEFGRID3
* xyz -1 6
Fe -0.738 1.196 -0.697
Cl 1.324 1.584 -0.019
N -0.449 0.966 -2.673
N -1.545 2.270 1.170
C -0.707 1.701 -3.751
C -2.235 3.372 1.377
C 0.102 -0.329 -3.189
C -0.509 -0.386 -4.582
C -0.240 -1.554 -2.355
C 1.616 -0.194 -3.275
H -1.213 -1.443 -1.850
H 0.512 -1.711 -1.572
H -0.252 -2.436 -3.011
H 1.905 0.659 -3.902
H 2.048 -1.102 -3.709
H 2.025 -0.037 -2.272
C -1.579 1.496 2.449
C -2.811 2.079 3.131
C -0.320 1.782 3.261
C -1.687 0.002 2.238
H -2.227 -0.223 1.300
H -2.198 -0.455 3.097
H -0.686 -0.430 2.162
H -0.295 2.816 3.624
H 0.558 1.609 2.634
H -0.279 1.113 4.130
O -3.088 3.318 2.406
H -2.670 2.338 4.189
H -3.695 1.433 3.032
O -0.869 1.007 -4.875
H -1.437 -0.975 -4.616
H 0.170 -0.733 -5.373
C -0.736 3.185 -3.845
C -2.148 4.665 0.635
C -2.525 4.528 -0.808
H -1.083 4.951 0.678
H -2.716 5.434 1.166
C -1.568 3.991 -1.661
C -1.820 3.808 -3.017
H -0.568 3.778 -1.266
C -3.015 4.283 -3.564
C -3.958 4.854 -2.709
C -3.243 4.258 -5.042
C -3.735 4.986 -1.336
H -4.878 5.256 -3.131
C -4.734 5.679 -0.467
H -5.566 6.035 -1.084
H -4.293 6.552 0.031
H -5.128 5.009 0.307
H -2.461 4.811 -5.579
H -4.199 4.737 -5.274
H -3.259 3.233 -5.431
H -0.767 3.478 -4.898
H 0.235 3.507 -3.430
C 3.869 -2.492 3.103
C 3.229 -1.627 2.015
C 2.709 -0.306 2.612
C 4.287 -1.254 0.960
P 1.755 -2.478 1.204
N -1.422 -0.159 -0.340
C 2.361 -3.758 -0.060
C 3.463 -4.650 0.544
C 1.175 -4.640 -0.495
C 2.894 -3.004 -1.313
C 0.598 -3.325 2.478
C -0.780 -3.420 1.780
C 1.090 -4.713 2.924
C 0.452 -2.466 3.752
H 4.781 -1.967 3.428
H 4.173 -3.482 2.743
H 3.228 -2.617 3.982
H 3.556 0.292 2.977
H 2.189 0.283 1.839
H 2.032 -0.448 3.460
H 4.711 -2.123 0.444
H 3.881 -0.548 0.223
H 5.112 -0.745 1.481
H 3.129 -5.188 1.443
H 3.716 -5.403 -0.223
H 4.382 -4.098 0.778
H 0.343 -4.044 -0.893
H 1.525 -5.305 -1.300
H 0.796 -5.280 0.311
H 3.041 -1.926 -1.153
H 3.857 -3.438 -1.627
H 2.189 -3.106 -2.152
H -0.776 -4.080 0.908
H -1.518 -3.822 2.491
H -1.128 -2.436 1.435
H 2.059 -4.650 3.440
H 0.354 -5.088 3.657
H 1.162 -5.457 2.123
H 1.240 -2.682 4.488
H 0.432 -1.389 3.547
H -0.507 -2.713 4.233
*
```

=====

[2]
The following is a DFT calculation (wB97M-V/def2-TZVPD) of a structure of composition C32H55LuNP2Si in a non-equilibrium geometry.

Summary:
F_max = 4.82 eV/A
HOMO-LUMO gap = 6.20 eV
HOMO energy = -9.61 eV
Total energy = -95636.5404 eV
LUMO = -0.125 Ha

```
! wB97M-V def2-TZVPD RIJCOSX def2/J DEFGRID3
* xyz 1 1
Lu 1.562 -1.663 0.634
C 3.518 -1.462 -0.682
C 3.334 -0.140 -0.141
C 3.609 -1.606 1.643
C 3.721 -2.364 0.421
C 3.383 -0.233 1.288
C 3.674 -1.818 -2.119
H 3.534 -0.938 -2.763
H 2.952 -2.584 -2.436
H 4.683 -2.221 -2.310
C 3.914 -3.832 0.343
H 4.087 -4.156 -0.691
H 3.044 -4.393 0.732
H 4.777 -4.132 0.959
C 3.525 -2.182 3.004
H 4.513 -2.543 3.330
H 2.839 -3.047 3.063
H 3.179 -1.433 3.728
C 3.331 0.891 2.254
H 4.310 1.030 2.741
H 2.598 0.707 3.051
H 3.062 1.833 1.765
C 3.469 1.129 -0.903
H 4.486 1.551 -0.814
H 2.783 1.894 -0.526
H 3.281 0.995 -1.972
C -1.207 0.207 -0.755
C -0.264 0.749 -1.553
C 0.165 2.152 -1.700
C -0.093 3.194 -0.567
C 0.331 2.937 0.839
C -0.310 2.219 1.781
C -1.433 1.249 1.657
C -2.023 0.943 0.244
H -0.283 2.585 -2.610
H -1.182 3.455 -0.583
H 1.242 2.153 -1.895
H -2.322 1.935 -0.208
H -1.394 -0.873 -0.851
H 0.301 0.053 -2.186
H -2.968 0.387 0.404
H -1.125 0.300 2.126
H 0.101 2.230 2.799
H -2.288 1.600 2.275
H 0.429 4.122 -0.881
H 1.281 3.394 1.140
P -3.262 3.593 -0.805
C -4.663 2.655 -1.449
C -3.063 4.985 -1.950
P -2.522 4.854 1.852
C -3.924 4.304 0.734
C -2.450 6.621 1.288
C -3.625 5.247 3.284
H -5.010 1.936 -0.693
H -4.331 2.130 -2.356
H -5.444 3.392 -1.684
H -4.066 5.408 -2.095
H -2.680 4.572 -2.897
H -2.365 5.743 -1.563
H -4.403 5.960 2.974
H -2.991 5.702 4.056
H -4.085 4.326 3.664
H -4.521 3.525 1.249
H -4.571 5.159 0.455
H -1.876 7.156 2.058
H -3.467 7.036 1.244
H -1.949 6.723 0.318
C -1.653 -2.784 1.578
Si -0.533 -4.039 0.765
C 0.627 -4.721 2.060
C -1.455 -5.380 -0.113
N 0.432 -3.190 -0.438
C 0.599 -3.613 -1.763
C 1.442 -4.714 -2.051
C 1.551 -5.178 -3.360
C 0.801 -4.572 -4.373
C -0.038 -3.485 -4.099
C -0.114 -2.979 -2.804
H -2.471 -3.385 2.005
H -2.089 -2.068 0.869
H -1.178 -2.230 2.407
H -0.001 -5.347 2.714
H 1.400 -5.361 1.614
H 1.104 -3.962 2.705
H -1.991 -4.978 -0.985
H -0.767 -6.158 -0.469
H -2.179 -5.830 0.574
H 1.957 -5.199 -1.212
H 2.218 -6.024 -3.567
H 0.867 -4.959 -5.396
H -0.635 -3.022 -4.890
H -0.750 -2.125 -2.534
*
```

=====

Summary of relative energy (zero: lowest compared OMol25 entry of this formula, charge and spin) in eV
3.930, 0.000
(order as listed above)